[1]
Computed, not measured: a structure of composition C2H4O2 in a non-equilibrium geometry, with ωB97M-V/def2-TZVPD.

## Properties
Kohn-Sham gap	8.783	eV
total charge	0
LUMO level	0.5	eV

Each line ends with the Löwdin charge.
Element x y z (Å)
C (1.261, 0.610, -0.024)  -0.055
C (-0.344, -0.658, -0.016)  -0.233
O (-1.353, 0.253, -0.144)  -0.090
H (-0.357, -1.389, -0.833)  0.091
H (-0.282, -1.147, 0.970)  0.094
H (-0.995, 1.123, 0.143)  0.070
O (0.738, 1.657, 0.173)  0.031
H (1.332, -0.450, -0.269)  0.092

=====

[2]
Computed, not measured: an isolated molecule of C6H11ClO in a non-equilibrium geometry, with ωB97M-V/def2-TZVPD.

## Properties
Kohn-Sham gap	10.741	eV
total charge	0
LUMO level	0.8	eV
SMILES	C[C@]1(O)C[C@@](C)(Cl)C1

Each line ends with the Löwdin charge.
Element x y z (Å)
H (-0.151, -0.687, 1.896)  0.130
H (0.228, 1.019, 1.646)  0.119
H (-1.641, -1.996, 0.354)  0.072
Cl (2.177, 0.738, -0.558)  0.637
C (-2.250, -1.080, 0.485)  -0.013
C (1.127, -1.702, -0.301)  -0.105
C (-1.366, 0.152, 0.331)  -0.563
O (-1.995, 1.351, 0.594)  0.006
H (-3.055, -1.197, -0.225)  0.073
C (0.750, -0.253, -0.110)  -0.825
H (-0.404, 1.216, -1.235)  0.098
H (-0.709, -0.403, -1.829)  0.127
H (1.808, -1.884, 0.492)  0.068
H (0.302, -2.413, -0.181)  0.075
H (-2.702, 1.579, -0.022)  0.111
H (1.536, -1.952, -1.277)  0.083
C (-0.454, 0.191, -0.938)  -0.115
H (-2.718, -1.196, 1.505)  0.105
C (-0.062, 0.118, 1.136)  -0.081

=====

[3]
Computed, not measured: a cluster of 9 separate species, C27H60N6O9 in total in a non-equilibrium geometry, with ωB97M-V/def2-TZVPD.

## Properties
Kohn-Sham gap	9.343	eV
total charge	0
LUMO level	0.4	eV
SMILES	CNC(C)=O.CNC(C)=O.CNC(C)=O.CNC(C)=O.CNC(C)=O.CNC(C)=O.CC(C)=O.CC(C)=O.CC(C)=O

Each line ends with the Löwdin charge.
Element x y z (Å)
H (6.059, 1.739, -0.047)  0.147
H (-5.092, -0.233, -3.768)  0.075
H (2.778, -4.796, -2.217)  0.095
C (-4.893, 0.827, -3.740)  0.010
O (-2.912, 0.182, 2.400)  -0.009
H (4.762, -4.746, -0.151)  0.106
H (-0.956, 1.409, -2.974)  0.065
H (-1.418, -1.604, -0.988)  0.056
H (-1.864, 2.222, 1.219)  0.045
O (0.546, 0.221, 0.704)  0.037
C (-3.147, 0.479, 1.231)  -0.540
C (2.104, 4.832, 3.217)  0.019
H (-1.954, -0.623, 4.053)  0.076
O (-2.177, -1.115, -5.048)  0.073
H (-0.348, 1.668, 2.999)  0.071
C (0.281, 3.220, -1.335)  -0.006
C (-0.435, -1.182, -0.958)  -0.005
C (-1.202, 1.856, -3.930)  -0.047
H (-1.607, 2.738, 3.578)  0.096
C (3.749, 0.469, 2.018)  0.022
H (1.338, 0.965, -0.826)  0.062
H (-0.216, 2.586, -0.614)  0.049
H (-0.769, 1.765, 4.799)  0.083
H (-2.356, -3.811, -3.948)  0.088
H (-3.046, -2.340, 0.715)  0.078
O (5.732, -0.428, 0.978)  0.025
H (-0.357, -2.832, 1.096)  0.083
C (-3.974, -1.730, 0.705)  -0.043
H (2.464, -0.331, -2.699)  0.082
H (4.742, 3.635, -0.224)  0.111
N (-2.663, 1.831, -4.040)  0.038
C (1.351, 2.548, -2.194)  -0.574
C (4.947, 0.494, 1.052)  -0.557
C (-0.113, -1.185, 4.791)  -0.105
H (-1.145, -1.586, 2.171)  0.077
C (-3.710, -2.513, 5.094)  -0.009
C (-1.587, -2.176, -5.038)  -0.490
N (-3.677, -0.329, 0.329)  0.042
C (-2.794, 1.925, 0.751)  0.022
H (4.039, 0.760, 3.006)  0.083
H (4.205, 3.219, 1.416)  0.073
O (2.502, -2.824, 0.309)  0.082
C (-0.813, -2.685, -6.173)  -0.015
H (0.586, -1.811, 2.120)  0.070
H (-5.503, 1.197, -2.916)  0.086
N (0.370, 3.289, 3.987)  0.013
H (-3.943, -3.595, 4.893)  0.091
C (-3.424, 0.947, -3.314)  -0.526
H (-5.145, 1.223, -4.724)  0.076
C (2.527, -3.770, -1.865)  -0.014
N (5.168, 1.666, 0.440)  0.005
C (2.858, 0.584, -2.196)  -0.048
C (1.188, 3.578, 2.975)  -0.526
H (0.197, -0.403, 4.069)  0.073
H (3.410, 1.128, -2.965)  0.081
H (-1.351, -3.539, -6.531)  0.091
H (3.084, -3.155, -2.564)  0.078
H (1.516, 5.749, 3.065)  0.080
H (0.272, -1.063, 5.841)  0.102
H (5.126, -3.326, -1.226)  0.081
O (1.342, 2.858, 2.020)  0.033
C (4.290, 2.800, 0.395)  -0.095
H (-4.320, -1.827, 1.755)  0.080
H (-0.836, 1.369, -4.779)  0.069
N (1.740, 1.360, -1.656)  0.022
C (-2.188, -2.377, 5.277)  -0.515
H (4.990, -3.075, 0.549)  0.097
H (-0.418, 3.906, -1.853)  0.093
O (1.848, 3.050, -3.188)  0.029
H (0.158, -2.982, -5.858)  0.079
H (1.488, -3.669, -1.960)  0.032
H (0.844, 3.838, -0.647)  0.072
H (-2.611, 2.019, -0.327)  0.058
H (-4.147, -2.401, 6.093)  0.076
H (-0.788, -2.006, -7.004)  0.088
C (-1.616, -3.038, -3.803)  -0.003
H (0.368, 3.883, 4.748)  0.109
C (-0.626, 2.288, 3.863)  -0.077
H (2.899, 4.798, 2.491)  0.054
O (-3.075, 0.347, -2.314)  -0.006
C (-0.299, -1.834, 1.495)  -0.016
H (2.419, 4.851, 4.260)  0.074
H (-3.620, 2.605, 1.080)  0.098
H (-4.774, -2.110, 0.132)  0.063
H (-4.110, -1.772, 4.346)  0.074
C (-0.002, -0.840, 0.420)  -0.447
H (-1.937, -2.523, -2.907)  0.061
H (-0.621, -3.511, -3.721)  0.084
H (-3.109, 2.223, -4.877)  0.144
H (3.588, 0.354, -1.413)  0.070
C (4.600, -3.648, -0.336)  -0.022
H (3.266, 2.618, 0.078)  0.056
O (-1.587, -3.105, 6.081)  0.008
H (0.230, -1.947, -1.335)  0.072
H (-0.445, -0.345, -1.634)  0.067
H (-3.592, -0.121, -0.687)  0.092
N (-1.554, -1.283, 4.712)  0.001
H (3.218, -0.463, 1.988)  0.066
H (0.283, -2.136, 4.449)  0.074
C (3.148, -3.404, -0.513)  -0.504
H (2.985, 1.206, 1.723)  0.038
H (-0.740, 2.823, -3.953)  0.070

=====

For reference, E_HOMO by record: -8.24; -9.98; -8.98 eV.
For reference, E by record: -228.9223; -770.6206; -2070.5496 hartree.